24
Properties=species:S:1:pos:R:3:forces:R:3 method="wB97M-V/def2-TZVPD" homo_lumo_gap_ha="0.231 / 0.285" spin_multiplicity=3
C 1.5601 -0.7358 2.4846 1.47 -0.65 -0.37
C 1.2951 1.1731 0.4032 3.23 0.17 0.03
C -2.1488 0.3744 -0.5250 2.44 2.03 1.57
C -0.1375 0.9796 -2.0323 0.62 0.53 0.45
C -0.4877 -1.2694 -1.2807 0.37 -1.73 1.58
C 0.6614 -1.5223 1.9710 -0.35 -0.81 -1.28
C 0.0755 0.7149 0.3070 0.43 0.59 0.84
C -0.6307 0.1402 -0.8229 -1.01 1.49 -2.06
N 2.4906 -0.3021 3.1424 0.11 1.89 1.59
Cl -0.8677 -1.8423 2.6743 -1.87 -0.66 1.04
H 1.6269 1.6896 1.2612 -0.59 0.76 1.41
H 2.8704 0.6081 2.9394 0.91 -0.17 -0.04
H 2.2742 1.1057 -0.1106 -1.24 -0.69 -1.06
H -2.4045 -0.0361 0.4655 -0.05 0.10 -0.46
H -2.2663 1.4874 -0.5331 -0.40 -0.92 0.16
H -2.6605 -0.0701 -1.2874 -1.91 -0.97 -1.85
H -0.4110 2.0187 -2.1112 -0.28 0.62 0.86
H -0.5089 0.6139 -2.9327 -0.64 -1.18 -1.72
H 0.9599 0.9661 -2.0887 -0.32 -0.24 0.04
H 0.3535 -1.6098 -1.8658 0.68 0.52 -0.01
H -1.3420 -1.5271 -1.8462 -0.96 -0.20 -0.86
H -0.5547 -1.9193 -0.4099 0.03 -0.33 0.04
H 0.7812 -2.1293 1.0930 -0.02 0.08 -0.48
H -0.5284 1.0919 1.1049 -0.61 -0.23 0.60


28
Properties=species:S:1:pos:R:3:forces:R:3 method="wB97M-V/def2-TZVPD" total_charge=-1 homo_lumo_gap_ha=0.092
C -1.6761 -1.8754 2.1546 -0.60 0.53 -0.13
C -1.1985 -0.9358 1.0143 -0.31 0.12 1.26
C -0.6433 0.3600 1.6681 -0.99 -0.45 -1.27
C 0.3005 1.0470 0.6686 1.81 -1.03 1.25
C 1.6107 0.2034 0.4396 0.01 0.94 -0.49
S -0.4827 1.3912 -0.9452 -0.74 0.71 0.11
C 0.7951 2.2931 -1.8848 -0.44 -0.30 0.30
C 0.4533 3.7718 -2.1138 -0.70 -1.14 0.48
O 1.2087 4.3981 -2.7368 1.37 1.40 -1.10
Cl -1.0284 4.5587 -1.5111 0.11 -0.57 0.15
H -2.3222 -2.6779 1.7657 0.69 0.04 0.14
H -0.8434 -2.2558 2.7681 -0.25 -0.11 -0.53
H -2.3224 -1.2858 2.8481 0.31 -0.21 -0.32
H -0.4011 -1.3674 0.4030 -0.19 -0.76 -0.24
H -2.0917 -0.6863 0.4048 0.52 -0.09 0.01
H -0.0776 0.0599 2.5683 -0.09 0.53 -0.40
H -1.5052 1.0065 1.9182 0.54 -0.06 0.25
H 0.6057 2.0221 1.0904 -0.46 0.04 -0.68
H 1.5175 -0.4009 -0.4839 0.23 -0.38 0.57
H 1.8640 -0.4445 1.2904 -0.45 0.10 -0.35
H 2.4472 0.9277 0.3465 -0.27 -0.46 -0.11
H -0.6833 0.2126 -1.6644 0.98 -0.14 0.47
H 0.9703 1.8232 -2.8771 -0.23 0.15 0.55
H 1.7568 2.2789 -1.3426 -0.50 -0.17 -0.17
C 0.4400 -3.6258 -1.4899 -0.97 -0.50 1.14
O 0.5962 -3.9847 -2.6844 0.21 0.12 -0.50
O -0.3010 -4.2454 -0.6368 -0.39 -0.55 -0.19
O 1.0109 -2.5686 -0.9779 0.81 2.26 -0.20


28
Properties=species:S:1:pos:R:3:forces:R:3 method="wB97M-V/def2-TZVPD" smiles=OC1CCN(C[C@@H](O)C(F)(F)F)CC1 homo_lumo_gap_ha=0.346
O 0.2710 3.4386 -2.0836 0.09 0.27 -0.14
H -0.3044 4.1359 -1.7510 0.02 -0.05 -0.02
C -0.0782 2.2214 -1.4592 0.07 -0.35 0.33
C 0.9338 1.1641 -1.8942 -0.36 0.11 -0.06
C 0.6444 -0.1635 -1.1994 0.17 0.21 -0.08
N 0.6848 0.0290 0.2353 -0.16 0.07 -0.09
C 0.9157 -1.1395 1.0248 -0.11 -0.60 0.10
H 1.9082 -1.5324 0.7805 -0.07 -0.03 0.07
H 0.9208 -0.8613 2.0808 0.05 -0.05 -0.04
C -0.0296 -2.3662 0.8642 -0.15 0.44 -0.23
O 0.5902 -3.4179 1.5478 0.18 -0.23 0.26
H 0.0347 -4.2082 1.5376 0.03 0.20 -0.06
C -1.4418 -2.1338 1.4226 -0.10 -0.17 -0.08
F -1.4804 -1.4021 2.5385 0.19 0.12 0.20
F -2.2489 -1.5371 0.5322 0.07 0.16 -0.26
F -2.0311 -3.3104 1.7178 0.01 -0.27 0.02
H -0.1622 -2.6068 -0.2036 -0.03 0.08 0.19
C -0.3366 0.9542 0.6821 0.06 0.34 0.04
C -0.0604 2.3250 0.0680 -0.16 -0.14 -0.21
H -0.8125 3.0399 0.4103 -0.03 0.06 0.00
H 0.9240 2.6733 0.3831 0.03 0.05 0.01
H -0.2979 1.0213 1.7709 -0.07 -0.04 -0.03
H -1.3499 0.6382 0.3871 0.04 -0.02 0.11
H 1.4080 -0.8943 -1.4739 -0.06 -0.05 -0.03
H -0.3390 -0.5383 -1.5355 0.07 -0.08 -0.01
H 0.8953 1.0443 -2.9766 0.01 0.00 -0.07
H 1.9292 1.5132 -1.6206 0.07 0.00 0.00
H -1.0872 1.9135 -1.7859 0.13 -0.03 0.07


25
Properties=species:S:1:pos:R:3:forces:R:3 method="wB97M-V/def2-TZVPD" total_charge=+1 e_above_lowest_ev=1.623 homo_lumo_gap_ha=0.332
C 1.4775 -2.3543 0.4614 -0.22 0.67 0.44
C 0.0715 1.0519 0.4617 0.82 -2.50 0.14
C 0.5985 -0.1857 -0.2894 0.48 -2.42 0.08
C -0.4682 2.1211 -0.4496 0.29 0.68 -1.74
C -0.7155 -0.3757 2.5896 -2.42 1.75 -1.63
C -0.5475 -0.5851 -2.3598 -2.30 -2.52 -0.51
C -0.9621 0.7935 1.6011 0.87 1.47 -0.10
C 0.7560 -0.2349 -1.8215 1.25 2.46 1.54
N 0.6148 -1.5394 0.1191 -1.04 3.75 -0.69
F 2.6452 -2.0034 0.9120 0.84 -0.10 0.00
I 2.2487 1.2880 1.0131 -0.65 0.12 -0.15
H 1.2507 -3.3799 0.4656 0.09 -1.39 0.18
H -1.1144 2.8211 0.1409 0.56 -0.66 -0.72
H -1.0850 1.4897 -1.2016 0.70 1.87 1.10
H 0.3322 2.7451 -1.0184 -1.46 -1.24 0.98
H 0.1805 -0.1829 3.0459 2.38 -0.03 1.25
H -0.7410 -1.2035 1.9579 0.43 -1.83 -0.47
H -1.4884 -0.5373 3.3337 -0.20 0.48 -0.01
H -0.6377 -0.2972 -3.3898 0.20 -0.16 -0.67
H -1.4217 -0.1136 -1.9066 0.15 -0.21 0.34
H -0.6435 -1.6915 -2.2413 -0.51 0.81 -0.38
H -1.0445 1.8303 2.0848 -0.36 -1.62 -0.52
H -1.7468 0.6340 0.8368 -0.77 -0.05 1.23
H 0.8912 0.7842 -2.1323 0.88 0.55 -0.19
H 1.5499 -0.8745 -2.2133 -0.02 0.11 0.50


25
Properties=species:S:1:pos:R:3:forces:R:3 method="wB97M-V/def2-TZVPD" total_charge=-1 homo_lumo_gap_ha="0.154 / 0.174" spin_multiplicity=5
C 1.5541 -1.3688 -2.4412 -3.60 2.02 -1.43
C 2.4829 -0.3311 -2.3326 -0.66 0.42 -0.12
C 1.8826 0.9064 -2.7261 -0.18 -0.47 -0.06
C 0.5263 0.6807 -3.1235 0.67 -0.43 0.25
C 0.2098 -0.6724 -2.9979 3.67 -1.66 1.57
Fe -0.8545 -1.2599 1.2728 -0.40 0.32 -1.25
P 0.5734 -3.0174 1.4634 0.18 0.34 0.02
H 1.6514 -2.4233 -2.2133 0.12 0.03 -0.08
H 3.5087 -0.4469 -1.9863 -0.12 0.07 -0.05
H 2.3821 1.8736 -2.7249 -0.07 -0.17 -0.01
H -0.7169 -1.1962 -3.2031 0.07 0.14 0.01
H -0.1616 1.4502 -3.4697 0.14 -0.09 0.08
H 1.4999 -2.9723 2.5493 -0.11 -0.41 -0.33
H 1.4576 -3.2834 0.3715 -0.26 -0.08 0.44
H -0.0011 -4.3079 1.6657 0.42 0.32 -0.02
C -1.7119 2.8526 1.5752 -0.15 -0.12 -0.21
C -1.5212 1.3733 1.4035 -0.28 -0.09 0.89
C -1.5332 0.5498 2.6742 0.64 1.74 -0.20
O -1.3514 0.8275 0.2966 0.35 -1.01 0.72
H -2.1845 3.0516 2.5383 0.00 0.16 -0.05
H -2.3275 3.2562 0.7671 0.12 0.06 -0.03
H -0.7350 3.3503 1.5611 -0.12 0.06 -0.06
H -2.0478 -0.4353 2.5668 -0.30 -0.52 -0.17
H -0.5059 0.4376 3.0693 -0.13 -0.42 -0.11
H -2.0763 1.1051 3.4436 0.02 -0.21 0.19


33
Properties=species:S:1:pos:R:3:forces:R:3 method="wB97M-V/def2-TZVPD" total_charge=+1 homo_lumo_gap_ha=0.257
C -5.0318 0.1949 0.4842 0.00 1.00 -0.66
C -3.7562 0.0468 -0.3498 -0.33 -0.92 -0.01
I -4.4273 -0.5473 -2.3509 0.20 0.23 0.14
C -2.7628 -1.0719 0.1277 0.27 0.27 -0.99
I -3.0027 -1.7280 2.1543 0.10 0.05 -0.19
C -1.3266 -0.6581 -0.2214 -1.13 -0.32 1.60
C -0.3969 -0.2871 0.7765 0.37 0.19 -0.43
C 0.8741 0.0414 0.3687 0.53 0.16 -1.35
P 2.0751 0.4603 1.7009 -0.60 -0.28 3.34
N 1.2731 0.6414 3.0168 -0.17 -0.18 -0.68
O 2.8278 1.8152 1.3533 -0.11 -0.66 -0.92
O 3.1301 -0.7500 1.9120 -0.23 0.66 -1.55
C 1.1690 0.0344 -1.0405 0.57 0.41 2.22
P 2.8288 0.5049 -1.8658 0.65 -0.20 -2.18
C 4.2230 -0.2312 -0.9141 -0.42 0.82 0.69
O 2.9760 2.1362 -1.6109 -0.54 -0.84 0.53
N 0.1621 -0.3223 -1.8228 0.82 -0.16 -0.79
O 0.4029 -0.3075 -3.1679 -0.21 0.13 -0.12
N -1.0430 -0.6806 -1.4946 0.07 -0.07 -0.18
H -5.7136 0.8289 -0.0989 0.10 -0.11 0.22
H -5.5576 -0.7494 0.6389 0.30 0.08 0.19
H -4.8272 0.7520 1.4057 -0.04 -0.47 0.06
H -3.2223 0.9860 -0.5128 -0.24 -0.05 0.21
H -2.9484 -1.9494 -0.4988 -0.08 -0.02 0.48
H -0.6553 -0.2566 1.8320 0.05 -0.01 -0.14
H 1.6188 -0.0300 3.6971 -0.29 0.29 0.28
H 2.4502 2.4508 1.9897 0.30 0.00 0.06
H 2.7266 -1.5888 1.6426 0.28 -0.07 0.14
H 4.0565 -1.2974 -0.7341 0.06 0.18 0.01
H 4.4303 0.3320 0.0022 0.03 -0.41 -0.03
H 5.1026 -0.1096 -1.5574 -0.33 -0.07 -0.11
H 2.1379 2.5358 -1.3464 0.23 0.31 0.02
H 0.2070 -1.1957 -3.5153 -0.20 0.05 0.14


Repeat the fourth record exactly.
25
Properties=species:S:1:pos:R:3:forces:R:3 method="wB97M-V/def2-TZVPD" total_charge=+1 e_above_lowest_ev=1.623 homo_lumo_gap_ha=0.332
C 1.4775 -2.3543 0.4614 -0.22 0.67 0.44
C 0.0715 1.0519 0.4617 0.82 -2.50 0.14
C 0.5985 -0.1857 -0.2894 0.48 -2.42 0.08
C -0.4682 2.1211 -0.4496 0.29 0.68 -1.74
C -0.7155 -0.3757 2.5896 -2.42 1.75 -1.63
C -0.5475 -0.5851 -2.3598 -2.30 -2.52 -0.51
C -0.9621 0.7935 1.6011 0.87 1.47 -0.10
C 0.7560 -0.2349 -1.8215 1.25 2.46 1.54
N 0.6148 -1.5394 0.1191 -1.04 3.75 -0.69
F 2.6452 -2.0034 0.9120 0.84 -0.10 0.00
I 2.2487 1.2880 1.0131 -0.65 0.12 -0.15
H 1.2507 -3.3799 0.4656 0.09 -1.39 0.18
H -1.1144 2.8211 0.1409 0.56 -0.66 -0.72
H -1.0850 1.4897 -1.2016 0.70 1.87 1.10
H 0.3322 2.7451 -1.0184 -1.46 -1.24 0.98
H 0.1805 -0.1829 3.0459 2.38 -0.03 1.25
H -0.7410 -1.2035 1.9579 0.43 -1.83 -0.47
H -1.4884 -0.5373 3.3337 -0.20 0.48 -0.01
H -0.6377 -0.2972 -3.3898 0.20 -0.16 -0.67
H -1.4217 -0.1136 -1.9066 0.15 -0.21 0.34
H -0.6435 -1.6915 -2.2413 -0.51 0.81 -0.38
H -1.0445 1.8303 2.0848 -0.36 -1.62 -0.52
H -1.7468 0.6340 0.8368 -0.77 -0.05 1.23
H 0.8912 0.7842 -2.1323 0.88 0.55 -0.19
H 1.5499 -0.8745 -2.2133 -0.02 0.11 0.50